No. 1
Computed, not measured: a molecular structure, C4H11NO in a non-equilibrium geometry, with ωB97M-V with the def2-TZVPD basis set.

Summary:
Relative energy (zero: lowest compared OMol25 entry of this formula, charge and spin): 148.1 kcal per mole
LUMO energy: 0.18 eV
Net charge: 0
Highest occupied orbital energy: -8.16 eV

Each line ends with the Mulliken charge.
Geometry (Å):
C 0.03259 -0.64384 -0.05588  -0.114
C 1.71041 -0.53870 0.71180  -0.485
C -2.66713 0.65169 -0.61830  -0.777
C 2.53426 0.55698 0.09246  -1.044
N -2.04597 -0.35105 0.19952  -0.295
O -0.46724 -0.04522 1.01144  -0.343
H -2.59374 -1.19458 0.36336  0.171
H -0.09253 -1.72138 -0.21420  0.249
H 0.11171 -0.06425 -0.98372  0.245
H 2.02584 -1.54340 0.43056  0.296
H 1.68580 -0.49194 1.79594  0.306
H -2.86466 0.34494 -1.65753  0.276
H -3.61126 1.00289 -0.18906  0.303
H -2.01804 1.53045 -0.67304  0.283
H 2.19650 1.53831 0.42114  0.288
H 3.58877 0.44676 0.36263  0.329
H 2.47470 0.52233 -0.99712  0.314

=====

No. 2
Computed, not measured: 3 unconnected molecules or ions with the total composition C33H53BrClF10N2O6S2 in a non-equilibrium geometry, with ωB97M-V with the def2-TZVPD basis set.

Summary:
LUMO energy: -3.22 eV
Net charge: +1
Highest occupied orbital energy: -12.39 eV

Each line ends with the Mulliken charge.
Geometry (Å):
C -0.89323 -4.22539 2.33157  -0.566
C 0.04424 -4.08080 1.60750  -0.646
N 1.10002 -3.82868 0.67341  2.088
C 1.48000 -5.26587 0.26533  -1.391
C 0.37626 -6.23595 -0.17054  -0.471
C 0.67539 -7.62282 0.43282  -1.008
O -0.06262 -8.53226 -0.34776  -0.359
C -0.33828 -9.73688 0.35767  -0.760
C 2.19837 -3.30114 1.62203  -1.384
Br 3.97876 -3.81067 1.01463  0.125
C 2.09978 -1.76346 1.84711  -0.972
C 0.83287 -1.31694 2.57331  -0.554
C 0.48403 0.16560 2.68976  -1.031
N 1.07505 1.19216 2.25682  -0.652
S 3.55501 -1.23924 2.94500  1.480
O 4.73984 -0.99377 2.17822  -0.636
O 3.15740 -0.08404 3.70948  -0.682
C 3.80370 -2.50414 4.28138  0.698
F 4.64932 -3.48010 3.94492  -0.277
F 2.60947 -3.05330 4.61037  -0.305
C 4.38093 -1.82279 5.57590  0.751
F 5.38633 -1.00237 5.25616  -0.237
F 3.42143 -1.18858 6.23979  -0.262
C 4.99440 -2.91025 6.54798  0.657
F 5.06857 -2.32902 7.75517  -0.251
F 4.21130 -3.97987 6.65739  -0.235
F 6.22070 -3.24513 6.18705  -0.229
O 2.38387 -1.18572 0.61134  0.069
C 1.48688 -1.42001 -0.48878  0.946
C 0.53070 -0.18958 -0.49800  -2.977
O 0.10713 0.14492 -1.79240  -0.407
C -0.55713 1.39899 -1.80417  0.015
C -1.97128 1.31749 -1.22072  -0.995
C 2.42554 -1.11737 -1.70944  -1.829
C 3.82841 -1.71771 -1.70141  0.264
O 4.70999 -1.26765 -1.06209  -0.379
Cl 4.23074 -3.10132 -2.78520  -0.179
C 0.71331 -2.82474 -0.45516  1.691
S 1.11403 -3.58691 -2.10619  -0.275
C -0.86014 -2.67835 -0.56242  0.255
F -1.42345 -3.90726 -0.62475  -0.197
F -1.42530 -2.04184 0.46562  -0.219
F -1.20340 -2.05436 -1.67581  -0.221
H -1.63534 -4.22350 3.10009  0.586
H 2.29916 -5.32642 -0.44138  0.610
H 1.87469 -5.68101 1.19684  0.815
H -0.65838 -6.00409 0.06238  0.208
H 0.43993 -6.40130 -1.24724  0.459
H 1.74389 -7.85190 0.32375  0.397
H 0.35599 -7.65544 1.48003  0.470
H -0.70899 -10.46503 -0.36079  0.261
H 0.58578 -10.12860 0.79194  0.321
H -1.11066 -9.59473 1.11801  0.310
H 2.08698 -3.81975 2.57017  0.926
H -0.07015 -1.77394 2.16343  0.412
H 0.88252 -1.70638 3.59735  0.750
H -0.44972 0.33860 3.23016  0.715
H 1.95223 0.92732 1.80444  0.424
H 1.16744 0.63386 -0.15734  1.426
H -0.29042 -0.24660 0.21636  0.203
H -0.00496 2.15621 -1.23440  0.301
H -0.64207 1.73988 -2.83499  0.289
H -1.89757 1.27401 -0.13067  0.067
H -2.50579 0.43721 -1.57660  0.223
H -2.54372 2.21713 -1.44332  0.517
H 2.66229 -0.06327 -1.55055  0.617
H 1.92072 -1.12351 -2.66897  0.951
H 0.25126 -4.61864 -2.14262  0.254
C -3.61290 2.87408 1.84547  -0.959
C -4.24150 4.25147 2.03302  -0.463
C -5.60073 4.20883 2.72854  -0.794
C -6.68677 3.43865 1.97527  -0.691
C -6.96973 3.94075 0.56018  -0.234
C -7.48168 5.37735 0.51626  -1.213
H -4.22367 2.23503 1.20430  0.309
H -2.62925 2.96586 1.38074  0.293
H -3.48505 2.37223 2.80794  0.297
H -4.32697 4.74903 1.06339  0.238
H -3.56596 4.86616 2.63302  0.387
H -5.93665 5.23344 2.90711  0.326
H -5.47927 3.75753 3.71847  0.364
H -7.61072 3.48452 2.55941  0.398
H -6.41662 2.37915 1.92723  0.298
H -7.71902 3.28679 0.10654  0.358
H -6.07280 3.85234 -0.06015  0.139
H -8.39683 5.48169 1.10202  0.295
H -7.70583 5.67427 -0.50896  0.385
H -6.74564 6.08139 0.90716  0.286
C 3.28559 5.82693 -6.47324  -1.176
C 2.13635 6.54417 -5.77092  -0.388
C 1.86412 6.02246 -4.36109  -0.856
C 1.44323 4.55421 -4.28800  -0.329
C 0.20003 4.18914 -5.09665  -0.449
C -1.06066 4.91480 -4.63498  -1.238
H 3.07331 4.76611 -6.61705  0.275
H 3.46463 6.26072 -7.45755  0.381
H 4.20862 5.91419 -5.89650  0.293
H 1.23255 6.47382 -6.38231  0.228
H 2.37593 7.60797 -5.70262  0.371
H 1.09562 6.64609 -3.89567  0.337
H 2.76442 6.15448 -3.75318  0.385
H 1.26965 4.29771 -3.23640  0.166
H 2.27352 3.92216 -4.61718  0.352
H 0.03520 3.11054 -5.00679  0.316
H 0.36533 4.38337 -6.15915  0.361
H -1.26703 4.70615 -3.58192  0.242
H -1.92250 4.58667 -5.21791  0.381
H -0.97429 5.99478 -4.75684  0.367